Entry from the Open Molecules 2025 dataset: a structure of composition C43H49BCaCl2N10O2Se (wB97M-V/def2-TZVPD).

The value obtained for the orbital gap is 6.87 eV. For the strongest force on any atom, the calculation gives 0.6 eV Å⁻¹.

Positions of all 109 atoms, in Å:
Se: 2.636 -5.493 -5.001
Ca: 0.889 0.636 0.059
Cl: 7.543 4.485 -0.007
Cl: 5.511 -0.266 -1.540
O: 1.501 2.809 0.691
O: 2.992 0.855 -0.590
N: 2.597 -5.351 -3.226
N: 0.851 -0.210 -2.313
N: -2.288 1.388 0.805
N: -1.525 1.983 -0.166
N: -2.134 -1.596 -0.353
N: -0.944 0.110 2.673
N: 1.425 -1.806 -0.181
N: -2.535 -1.225 0.898
N: 0.421 0.151 2.495
N: 1.999 -3.849 -5.254
C: -1.216 0.218 3.994
C: 2.205 -4.138 -2.948
C: 0.532 0.565 -3.336
C: 3.826 2.961 0.138
C: -2.648 -3.256 -2.077
C: 2.465 0.344 3.925
C: -3.871 -2.862 0.238
C: 2.293 -4.425 -0.476
C: -2.375 -2.194 -3.147
C: 2.054 -3.627 -1.594
C: 5.287 1.308 -0.852
C: 6.169 3.429 -0.159
C: -3.368 3.206 0.183
C: 3.958 1.659 -0.441
C: 0.975 0.247 3.695
C: -3.848 -4.107 -2.487
C: 1.403 -1.942 -3.865
C: 0.613 0.160 -4.665
C: -4.494 1.733 1.963
C: 4.933 3.825 0.260
C: 2.749 1.569 4.804
C: -3.599 -1.988 1.270
C: 1.873 -3.303 -4.076
C: -2.182 3.070 -0.553
C: 1.623 -2.585 0.871
C: 3.235 0.498 2.617
C: 2.067 -3.901 0.775
C: 2.933 -0.923 4.653
C: -2.307 3.250 -3.008
C: -2.563 0.331 4.622
C: -2.911 -2.581 -0.750
C: 6.351 2.154 -0.719
C: -4.288 -1.998 2.593
C: -3.407 2.107 1.014
C: -1.751 3.909 -1.736
C: 1.289 -1.453 -2.560
C: 2.563 3.428 0.640
C: 1.615 -2.312 -1.406
C: 1.052 -1.115 -4.932
C: -1.408 -4.151 -1.936
C: -0.021 0.264 4.678
C: -0.230 4.021 -1.819
C: -2.337 5.319 -1.625
B: -1.715 0.035 1.314
H: -1.582 -4.947 -1.209
H: -3.428 5.298 -1.627
H: -3.138 1.149 4.192
H: -4.312 2.125 2.964
H: -4.610 0.653 2.022
H: -2.434 0.535 5.683
H: 2.745 -1.812 4.047
H: 2.577 4.465 1.023
H: -4.044 -4.893 -1.755
H: 4.005 -0.870 4.855
H: 7.334 1.843 -1.045
H: 2.632 -5.442 -0.618
H: 3.821 1.658 4.993
H: -3.139 -0.580 4.530
H: -0.559 -3.559 -1.590
H: -4.747 -3.496 -2.583
H: -1.152 -4.610 -2.896
H: -3.246 -1.549 -3.282
H: 4.303 0.588 2.823
H: 2.216 -4.487 1.671
H: 0.196 1.564 -3.091
H: -2.003 5.810 -0.710
H: -1.948 3.768 -3.902
H: -1.535 -1.563 -2.852
H: -4.630 -1.018 2.918
H: -5.163 -2.642 2.522
H: 4.793 4.807 0.697
H: 0.097 0.352 5.746
H: -4.126 3.967 0.098
H: 0.331 0.842 -5.455
H: -2.145 -2.671 -4.104
H: -5.438 2.151 1.616
H: 2.410 2.482 4.310
H: 0.163 4.541 -0.946
H: 0.058 4.575 -2.716
H: -2.020 2.200 -3.062
H: -0.846 -0.103 0.548
H: -3.639 -2.409 3.369
H: 3.101 -0.354 1.951
H: 0.250 3.042 -1.850
H: -2.015 5.923 -2.476
H: -3.398 3.285 -3.007
H: 1.402 -2.138 1.833
H: -4.646 -3.612 0.233
H: 2.923 1.400 2.090
H: 2.239 1.495 5.765
H: 2.411 -1.047 5.603
H: -3.658 -4.587 -3.450
H: 1.136 -1.493 -5.942

=====

Entry from the Open Molecules 2025 dataset: a structure of composition C27H53AsBrINPtSi5 at a distorted geometry (wB97M-V/def2-TZVPD).

The value obtained for the orbital gap (spin up / spin down) is 6.45 / 6.45 eV. For the energy above the lowest of the compared OMol25 structures with the same formula, charge and spin, the calculation gives 15.6 kcal per mole. For the strongest force on any atom, the calculation gives 2.2 eV Å⁻¹. As for the net charge: +1.

Positions of all 90 atoms, in Å:
Pt: 0.437 0.281 0.071
I: 2.036 0.728 2.630
Br: 1.959 -0.969 5.700
As: -0.409 -1.963 -0.437
Si: -0.103 3.512 0.270
Si: -1.660 -2.452 1.557
Si: -1.732 -2.952 -2.210
Si: -0.995 1.815 -2.420
Si: 1.663 -3.138 -0.677
N: 2.284 1.054 -0.997
C: -0.881 -2.983 -3.893
C: 1.650 2.124 -1.476
C: -3.410 -2.112 -2.362
C: 1.531 -5.017 -0.669
C: -1.249 2.735 1.563
C: -1.976 -4.759 -1.726
C: 3.586 0.881 -1.218
C: -0.594 -2.070 3.058
C: 2.804 -2.571 0.712
C: 1.400 1.573 4.446
C: 0.579 3.491 5.636
C: 0.581 2.762 6.814
C: 1.397 0.838 5.631
C: 3.656 2.875 -2.526
C: 2.356 -2.518 -2.321
C: 4.313 1.775 -1.979
C: 1.525 4.169 0.968
C: -0.951 5.015 -0.486
C: -3.129 -1.270 1.486
C: -2.596 1.189 -1.642
C: 2.310 3.057 -2.272
C: -0.229 0.501 -3.537
C: 0.995 1.440 6.814
C: 0.999 2.900 4.456
C: 0.245 2.170 -1.030
C: -2.277 -4.228 1.714
C: -1.371 3.321 -3.490
H: -2.499 -4.875 -0.780
H: -3.349 1.013 -2.413
H: 3.835 -2.881 0.529
H: 0.870 -5.382 0.118
H: 2.182 3.395 1.365
H: -1.874 4.109 -2.929
H: 0.253 4.523 5.630
H: 2.506 -2.971 1.683
H: -0.956 0.157 -4.275
H: 5.368 1.614 -2.142
H: -1.118 5.764 0.290
H: -1.592 -3.379 -4.622
H: 2.079 4.693 0.185
H: 1.338 4.895 1.763
H: -2.032 3.019 -4.304
H: 2.293 -1.429 -2.368
H: -2.282 2.748 1.205
H: 4.046 0.005 -0.778
H: -3.948 -2.092 -1.415
H: -2.570 -5.259 -2.495
H: -1.024 -5.286 -1.652
H: -2.527 -4.421 2.759
H: 1.808 -2.917 -3.174
H: 0.631 0.894 -4.085
H: -3.007 1.922 -0.943
H: -0.493 -0.994 3.205
H: 0.269 3.221 7.742
H: -4.018 -2.672 -3.076
H: -3.180 -4.400 1.127
H: -1.919 4.773 -0.927
H: 1.025 3.475 3.542
H: -3.694 -1.304 2.420
H: 1.010 0.867 7.730
H: -0.558 -2.004 -4.240
H: -1.525 -4.960 1.415
H: -3.811 -1.541 0.678
H: 2.520 -5.447 -0.495
H: 1.173 -5.402 -1.625
H: -1.224 3.279 2.507
H: 1.758 3.904 -2.664
H: -0.331 5.474 -1.259
H: -1.048 -2.487 3.960
H: 0.406 -2.498 2.966
H: 3.403 -2.803 -2.440
H: -2.428 0.257 -1.102
H: 2.789 -1.483 0.777
H: -0.991 1.691 1.770
H: -0.016 -3.649 -3.888
H: 0.106 -0.353 -2.950
H: -0.470 3.746 -3.938
H: -3.320 -1.089 -2.727
H: -2.807 -0.240 1.320
H: 4.199 3.580 -3.141

=====

Entry from the Open Molecules 2025 dataset: a structure of composition C39H31ClMgN3O4P (wB97M-V/def2-TZVPD).

The value obtained for the orbital gap is 6.34 eV. For the energy above the lowest of the compared OMol25 structures with the same formula, charge and spin, the calculation gives 20.3 kcal per mole. For the strongest force on any atom, the calculation gives 0.6 eV Å⁻¹. As for the net charge: -2.

Positions of all 80 atoms, in Å:
Cl: 0.124 0.310 2.841
P: 0.691 2.344 0.042
Mg: 0.301 -1.502 1.034
O: 2.295 -1.306 0.709
O: -0.450 -3.371 0.412
O: -2.173 -0.819 0.709
O: -0.369 -0.197 -0.425
N: 0.942 -2.969 2.449
N: 0.567 -2.287 -2.599
N: 0.059 -4.026 2.571
C: 1.286 4.699 -3.387
C: 0.635 2.105 -2.680
C: 0.893 3.040 -1.668
C: 0.377 4.202 2.181
C: 3.106 -2.051 2.857
C: 2.150 5.626 2.978
C: -1.506 0.028 0.102
C: -2.983 -1.403 -3.030
C: -1.826 -1.928 -2.486
C: -0.574 -1.020 -4.328
C: -3.933 2.911 -0.163
C: 2.492 4.209 1.067
C: 0.688 2.467 -4.016
C: 2.972 5.148 1.967
C: 4.324 -0.452 1.511
C: -2.085 -5.869 2.516
C: -1.716 3.826 -0.130
C: -3.679 -7.103 1.199
C: -3.281 -6.401 0.071
C: -0.597 -1.735 -3.128
C: 1.214 4.343 -2.044
C: 2.040 -3.006 3.092
C: -2.290 -5.434 0.165
C: -3.407 1.643 -0.043
C: -0.618 -4.104 1.448
C: 0.858 5.135 3.089
C: -3.081 4.008 -0.212
C: 5.312 -0.391 2.464
C: 4.143 -1.985 3.791
C: -1.742 -0.497 -4.863
C: -3.078 -6.831 2.423
C: -1.681 -5.162 1.385
C: 1.024 3.766 -4.377
C: 3.167 -1.273 1.652
C: -2.024 1.447 0.012
C: 5.242 -1.163 3.627
C: 1.173 3.747 1.129
C: -2.957 -0.683 -4.221
C: -1.157 2.548 -0.009
H: -1.605 -5.642 3.459
H: -3.916 -1.537 -2.494
H: -4.036 0.764 0.020
H: 0.366 1.090 -2.401
H: 6.022 -1.116 4.378
H: 1.389 -1.725 -2.762
H: 3.159 3.809 0.310
H: 1.399 5.094 -1.289
H: 0.221 5.463 3.902
H: 6.159 0.272 2.305
H: 2.523 6.355 3.688
H: 3.997 5.493 1.888
H: -3.390 -7.369 3.312
H: 1.070 4.047 -5.423
H: 4.376 0.150 0.611
H: -3.748 -6.603 -0.887
H: 0.461 1.725 -4.773
H: -3.483 5.010 -0.317
H: -1.849 -2.437 -1.528
H: -1.063 4.690 -0.161
H: 2.221 -3.825 3.795
H: 0.494 -2.477 -1.607
H: 0.375 -0.867 -4.834
H: -4.458 -7.855 1.128
H: -0.617 3.797 2.307
H: 4.065 -2.606 4.679
H: -1.695 0.070 -5.786
H: -5.007 3.052 -0.221
H: 1.540 5.719 -3.655
H: -3.866 -0.258 -4.629
H: -1.975 -4.865 -0.700

=====

Entry from the Open Molecules 2025 dataset: a structure of composition C3OPt at a distorted geometry (wB97M-V/def2-TZVPD).

As for the multiplicity: 3. The value obtained for the orbital gap (spin up / spin down) is 10.01 / 7.27 eV. For the energy above the lowest of the compared OMol25 structures with the same formula, charge and spin, the calculation gives 0.0 kcal per mole. For the strongest force on any atom, the calculation gives 3.5 eV Å⁻¹. As for the net charge: +2. As for the expectation value of S²: 2.0266.

Positions of all 5 atoms, in Å:
Pt: 2.566 -0.063 -0.180
O: -1.716 0.394 -0.097
C: 0.740 -0.036 -0.019
C: -1.188 -0.788 0.002
C: -0.401 0.493 0.294

=====

Entry from the Open Molecules 2025 dataset: a structure of composition C4H12N2S at a distorted geometry (wB97M-V/def2-TZVPD).

The value obtained for the orbital gap is 7.44 eV. For the energy above the lowest of the compared OMol25 structures with the same formula, charge and spin, the calculation gives 25.9 kcal per mole. For the strongest force on any atom, the calculation gives 1.1 eV Å⁻¹.

Positions of all 19 atoms, in Å:
S: 1.308 0.096 -1.527
N: 0.042 -0.724 1.140
N: 1.644 -2.378 0.999
C: 0.770 -1.630 1.702
C: -0.940 0.072 1.874
C: -1.101 1.345 -2.212
C: 0.383 1.653 -1.842
H: -1.662 2.284 -2.196
H: -1.575 0.634 -1.530
H: -1.185 0.921 -3.216
H: -1.865 0.268 1.342
H: -1.158 -0.456 2.802
H: 1.979 -3.223 1.410
H: -0.559 1.078 2.075
H: 0.754 -1.784 2.802
H: 0.450 -0.296 0.021
H: 1.441 -2.411 0.002
H: 0.403 2.366 -0.983
H: 0.872 2.185 -2.663

=====

Entry from the Open Molecules 2025 dataset: an isolated molecule of C22H25N3O6S at a distorted geometry (wB97M-V/def2-TZVPD).

The value obtained for the orbital gap is 9.22 eV. Its SMILES is COc1cccc(CNC(=O)CN2C(=O)COc3ccc(S(=O)(=O)N4CCCC4)cc32)c1. For the energy above the lowest of the compared OMol25 structures with the same formula, charge and spin, the calculation gives 38.9 kcal per mole. For the strongest force on any atom, the calculation gives 1.2 eV Å⁻¹.

Positions of all 57 atoms, in Å:
S: -1.529 -3.327 1.928
O: 1.543 0.412 2.684
O: 4.085 0.564 -0.981
O: -1.077 0.949 -1.477
O: 1.511 -1.244 -2.698
O: -0.587 -3.441 3.000
O: -2.213 -4.503 1.476
N: -2.697 -2.248 2.415
N: 2.954 1.688 1.446
N: 2.497 -0.791 -0.125
C: 2.452 0.518 1.889
C: -0.352 -2.399 -1.835
C: -3.570 -0.852 0.685
C: 3.099 -0.694 1.200
C: 1.269 -1.450 -0.306
C: -2.238 -0.912 2.727
C: -3.840 -2.102 1.541
C: 1.400 3.001 0.185
C: 0.810 -1.672 -1.613
C: 2.388 -0.161 -2.485
C: 0.514 -1.922 0.759
C: 0.448 2.033 -0.084
C: -2.494 -0.074 1.462
C: 3.079 -0.107 -1.137
C: 1.705 3.946 -0.787
C: 1.050 3.910 -2.004
C: -1.751 0.823 -2.707
C: 0.111 2.930 -2.284
C: 2.165 2.908 1.484
C: -0.643 -2.638 0.517
C: -1.076 -2.898 -0.767
C: -0.197 1.978 -1.318
H: -2.365 1.704 -2.920
H: -4.727 -1.960 2.166
H: -2.822 0.931 1.719
H: 1.848 0.794 -2.599
H: -1.052 0.655 -3.532
H: -2.832 -0.538 3.566
H: -1.590 0.007 0.862
H: -3.197 -1.132 -0.300
H: -1.193 -0.946 3.028
H: -3.959 -3.020 0.968
H: 3.655 1.648 0.714
H: 2.915 -1.611 1.758
H: 1.484 2.828 2.335
H: -1.958 -3.499 -0.916
H: 1.282 4.645 -2.759
H: -4.479 -0.269 0.552
H: 0.196 1.296 0.662
H: 2.449 4.702 -0.592
H: 4.172 -0.542 1.067
H: 0.803 -1.762 1.784
H: 3.150 -0.214 -3.267
H: -0.655 -2.577 -2.854
H: -0.369 2.920 -3.250
H: -2.395 -0.048 -2.600
H: 2.828 3.763 1.619

=====

Entry from the Open Molecules 2025 dataset: an isolated molecule of C7H9N at a distorted geometry (wB97M-V/def2-TZVPD).

The value obtained for the orbital gap is 4.77 eV. For the energy above the lowest of the compared OMol25 structures with the same formula, charge and spin, the calculation gives 170.3 kcal per mole. For the strongest force on any atom, the calculation gives 6.8 eV Å⁻¹.

Positions of all 17 atoms, in Å:
N: -2.976 -0.587 -0.328
C: 1.304 0.313 0.321
C: 2.117 0.665 -0.719
C: -0.933 1.029 1.020
C: 3.507 0.706 -0.781
C: -0.745 -1.235 0.186
C: -0.036 0.080 0.312
C: -2.037 -1.477 -0.146
H: -1.747 1.424 0.299
H: -0.454 1.996 1.528
H: -3.891 -1.050 -0.227
H: 4.048 0.959 -1.657
H: 1.472 1.027 -1.560
H: -1.495 0.544 1.766
H: -0.023 -2.058 0.471
H: -2.277 -2.497 -0.292
H: 4.165 0.162 -0.191

=====

Entry from the Open Molecules 2025 dataset: a structure of composition C6H11N at a distorted geometry (wB97M-V/def2-TZVPD).

The value obtained for the orbital gap is 9.50 eV. For the energy above the lowest of the compared OMol25 structures with the same formula, charge and spin, the calculation gives 46.0 kcal per mole. For the strongest force on any atom, the calculation gives 3.2 eV Å⁻¹.

Positions of all 18 atoms, in Å:
N: -1.573 -0.492 -0.397
C: -0.964 0.789 -0.744
C: -0.299 1.141 0.619
C: 1.937 -0.358 0.948
C: 0.496 0.433 -1.122
C: 0.576 -0.097 0.339
C: -0.492 -1.213 0.280
H: 0.562 -0.276 -1.901
H: -1.627 1.383 -1.310
H: 1.213 1.323 -1.189
H: -1.948 -1.066 -1.132
H: 2.240 -1.484 0.659
H: -0.863 -1.505 1.266
H: 2.798 0.329 0.492
H: -1.030 0.995 1.472
H: -0.033 -2.116 -0.193
H: 2.022 -0.407 2.090
H: 0.162 2.108 0.612

=====

Entry from the Open Molecules 2025 dataset: a structure of composition C19H23F5HgNP at a distorted geometry (wB97M-V/def2-TZVPD).

The value obtained for the orbital gap is 7.29 eV. For the strongest force on any atom, the calculation gives 2.7 eV Å⁻¹.

Positions of all 50 atoms, in Å:
Hg: 0.083 -0.763 0.483
P: 2.461 -1.148 0.045
F: -3.841 0.288 4.192
F: 0.681 2.161 1.723
F: -2.481 -1.333 2.484
F: -0.775 3.823 3.297
F: -3.072 2.916 4.513
N: -1.369 -1.273 -1.030
C: 1.804 1.233 -1.262
C: -2.744 0.760 3.568
C: 2.061 2.307 -2.129
C: 2.957 0.494 -0.613
C: -0.575 1.571 -1.522
C: -1.183 2.547 3.125
C: -1.945 -2.615 -0.683
C: 2.691 -2.279 -1.353
C: 0.999 3.028 -2.669
C: -0.911 0.406 2.011
C: -0.308 2.676 -2.357
C: -2.027 -0.057 2.687
C: 3.689 -1.587 1.288
C: -0.472 1.689 2.281
C: -0.811 -1.349 -2.421
C: -2.020 1.225 -1.244
C: -2.334 2.080 3.755
C: -2.451 -0.238 -0.988
C: 0.496 0.887 -0.975
H: 4.680 -1.592 0.810
H: 3.764 -2.503 -1.427
H: -1.150 3.242 -2.768
H: -1.330 -2.148 -2.969
H: -2.654 -2.528 0.147
H: 0.557 -2.804 4.224
H: 3.669 -0.852 2.106
H: 3.344 1.042 0.262
H: 3.099 2.559 -2.361
H: -3.197 -0.542 -1.739
H: 2.342 -1.823 -2.291
H: -0.976 -0.407 -2.947
H: -2.363 1.808 -0.375
H: -1.145 -3.311 -0.393
H: 3.787 0.309 -1.310
H: -2.635 1.582 -2.087
H: 1.200 3.870 -3.338
H: 3.463 -2.586 1.689
H: 2.132 -3.206 -1.163
H: -2.464 -3.026 -1.559
H: -0.049 -2.649 3.703
H: 0.261 -1.574 -2.415
H: -2.937 -0.312 -0.007